(1)
The following is a quantum chemistry calculation of a molecular structure, C3HLiO4Ru in a non-equilibrium geometry, from the OMol25 dataset.

```
10
Properties=species:S:1:pos:R:3:mulliken_spin:R:1
O -0.647 0.676 -2.257 0.184
C -0.189 0.262 -1.181 0.092
O -0.836 -0.370 -0.270 0.031
Ru -2.143 0.813 -3.256 3.748
O 0.961 0.751 -0.722 0.039
C 1.040 0.528 0.663 0.499
C 0.016 -0.244 1.060 0.111
O -0.390 -0.865 2.054 0.287
Li 0.029 -1.850 3.474 0.001
H 2.159 0.298 0.434 0.007
```

* total charge: +3
* orbital gap (alpha / beta): 9.75 / 8.46 eV
* E_LUMO (alpha / beta): -13.7343 / -16.0148 eV
* HOMO (alpha / beta): -23.5 / -24.5 eV
* spin multiplicity: 6

(2)
The following is a quantum chemistry calculation of 9 unconnected molecules or ions with the total composition C24H48Br12O3 in a non-equilibrium geometry, from the OMol25 dataset.

```
87
Properties=species:S:1:pos:R:3:mulliken_charge:R:1
C -3.647 -1.419 0.261 1.054
C -3.407 -2.753 -0.444 -0.459
C -3.856 -2.490 -1.911 -0.471
O -4.356 -1.173 -1.931 -0.434
C -4.696 -0.763 -0.617 -0.544
H -2.746 -0.808 0.218 -0.878
H -3.996 -1.606 1.275 0.290
H -3.930 -3.582 0.039 0.328
H -2.377 -3.112 -0.502 0.035
H -4.627 -3.166 -2.298 0.293
H -2.982 -2.673 -2.544 0.319
H -5.698 -1.098 -0.315 0.292
H -4.730 0.325 -0.595 0.218
C 3.254 3.303 -1.205 -0.545
C 2.458 4.282 -2.053 -0.546
C 0.994 3.972 -1.749 -0.251
O 1.003 3.069 -0.646 -0.360
C 2.251 2.360 -0.537 0.308
H 3.791 3.811 -0.400 0.348
H 4.028 2.788 -1.777 0.156
H 2.704 4.229 -3.114 0.335
H 2.817 5.275 -1.773 0.218
H 0.487 3.467 -2.585 0.070
H 0.256 4.741 -1.513 0.241
H 2.082 1.457 -1.142 -0.481
H 2.407 2.078 0.500 0.401
C 5.181 -0.487 -1.448 -0.036
C 5.836 -1.747 -2.037 -0.647
C 4.780 -2.198 -3.065 -0.179
O 4.330 -0.997 -3.639 -0.511
C 4.348 0.033 -2.641 0.248
H 5.953 0.227 -1.170 0.417
H 4.582 -0.888 -0.635 -0.219
H 6.027 -2.439 -1.216 0.330
H 6.791 -1.529 -2.520 0.301
H 3.987 -2.692 -2.486 -0.036
H 5.200 -2.970 -3.707 0.392
H 3.308 0.128 -2.312 -0.340
H 4.702 0.951 -3.104 0.231
Br -0.680 0.946 -2.626 -0.071
C -2.228 0.458 -3.784 -0.090
C -3.097 1.678 -3.879 -0.360
Br -4.790 1.264 -4.795 -0.183
H -2.697 -0.310 -3.181 -0.228
H -1.895 0.065 -4.738 0.495
H -2.646 2.486 -4.450 0.425
H -3.313 2.083 -2.894 0.020
Br 0.733 -1.467 4.313 -0.091
C 2.520 -2.284 4.046 -0.687
C 2.994 -2.090 2.617 0.167
Br 4.745 -2.928 2.344 -0.113
H 2.405 -3.365 4.129 0.214
H 3.188 -1.959 4.834 0.489
H 3.016 -1.027 2.371 0.623
H 2.346 -2.514 1.854 -0.628
Br -3.661 4.952 3.473 -0.174
C -3.923 5.223 1.524 -0.488
C -3.336 4.051 0.752 -0.080
Br -2.738 4.420 -1.073 -0.189
H -3.454 6.152 1.207 0.427
H -4.979 5.324 1.285 0.386
H -4.110 3.310 0.573 -0.041
H -2.606 3.481 1.320 0.097
Br 0.891 -5.224 3.398 -0.142
C 0.969 -5.354 1.416 -0.305
C 2.301 -4.943 0.902 0.586
Br 2.373 -5.093 -1.058 -0.161
H 0.240 -4.600 1.106 -0.029
H 0.512 -6.302 1.155 0.440
H 3.072 -5.604 1.292 0.480
H 2.458 -3.916 1.216 -0.794
Br -5.003 1.772 2.580 -0.104
C -4.174 0.543 3.903 -0.442
C -3.329 1.332 4.843 -0.446
Br -2.497 0.200 6.188 -0.169
H -3.589 -0.219 3.393 0.261
H -5.011 0.045 4.387 0.462
H -3.829 2.104 5.421 0.431
H -2.561 1.869 4.286 0.076
Br -1.250 1.239 1.911 -0.043
C -0.090 0.452 0.578 1.213
C 0.852 -0.498 1.304 -1.208
Br 1.893 -1.491 -0.016 -0.055
H 0.528 1.185 0.069 -1.104
H -0.769 -0.109 -0.046 0.037
H 0.234 -1.220 1.839 0.532
H 1.481 -0.021 2.051 0.670
```

* orbital gap: 9.72 eV
* E_LUMO: 0.2847 eV
* HOMO: -9.4 eV
* SMILES: C1CCOC1.C1CCOC1.C1CCOC1.BrCCBr.BrCCBr.BrCCBr.BrCCBr.BrCCBr.BrCCBr

(3)
The following is a quantum chemistry calculation of a molecular structure, C5H12HgO3 in a non-equilibrium geometry, from the OMol25 dataset.

```
21
Properties=species:S:1:pos:R:3:mulliken_spin:R:1
H -0.008 -2.442 -3.169 0.971
C -2.824 1.360 -1.143 0.001
O -2.054 1.549 -2.288 0.015
C -1.961 1.331 0.114 0.002
O -0.855 0.437 -0.144 0.003
C 0.046 0.284 0.949 0.001
C 1.006 -0.840 0.636 -0.012
O 2.304 -0.345 0.814 0.000
C 3.305 -1.337 0.801 -0.001
Hg -0.380 0.707 -2.043 0.003
H -3.395 0.411 -1.193 0.000
H -3.563 2.170 -1.003 0.000
H -2.511 0.952 0.987 -0.001
H -1.552 2.329 0.340 0.001
H -0.527 0.026 1.850 0.001
H 0.512 1.252 1.187 0.000
H 0.993 -1.362 -0.338 0.013
H 0.752 -1.700 1.278 0.001
H 4.271 -0.821 0.829 0.000
H 3.174 -2.020 1.657 0.000
H 3.269 -1.939 -0.122 0.001
```

* total charge: +1
* orbital gap (alpha / beta): 7.13 / 6.99 eV
* E_LUMO (alpha / beta): -6.5484 / -6.6942 eV
* HOMO (alpha / beta): -13.7 / -13.7 eV
* spin multiplicity: 2

(4)
The following is a quantum chemistry calculation of C4H5NO2 in the gas phase, from the OMol25 dataset.

```
12
Properties=species:S:1:pos:R:3:nbo_charge:R:1
O -0.956 0.488 1.057 -0.467
C -1.068 1.641 0.457 0.093
C 0.346 -0.099 0.982 0.226
C 0.378 -1.409 0.290 -0.254
N 0.951 -0.216 -0.296 -0.450
C 0.459 0.348 -1.484 0.522
O -0.035 -0.310 -2.366 -0.558
H -2.146 1.877 0.585 0.087
H 0.949 0.177 1.842 0.205
H -0.577 -1.741 -0.115 0.223
H 1.080 -2.187 0.577 0.215
H 0.619 1.432 -1.529 0.158
```

* orbital gap: 9.33 eV
* E_LUMO: 0.1186 eV
* HOMO: -9.2 eV

(5)
The following is a quantum chemistry calculation of 2 unconnected molecules or ions with the total composition C22H26N4O4S in a non-equilibrium geometry, from the OMol25 dataset.

```
57
Properties=species:S:1:pos:R:3:nbo_charge:R:1
H 1.022 -5.509 -4.288 0.370
N 1.195 -5.024 -3.405 -0.525
C 0.142 -4.737 -2.677 0.132
C -1.264 -5.079 -3.072 0.615
O -1.527 -5.734 -4.073 -0.552
N -2.340 -4.669 -2.316 -0.612
C -2.160 -4.048 -1.107 0.653
O -3.158 -3.765 -0.469 -0.558
C -0.798 -3.747 -0.627 -0.147
C -0.428 -3.134 0.643 -0.221
C 0.937 -2.993 0.800 -0.181
C 1.618 -2.411 1.972 -0.012
C 0.921 -2.111 3.158 -0.197
C 1.583 -1.566 4.264 -0.204
C 2.954 -1.309 4.202 -0.204
C 3.662 -1.599 3.034 -0.207
C 2.999 -2.144 1.931 -0.208
S 1.809 -3.603 -0.611 0.481
C 0.307 -4.061 -1.389 -0.199
H -3.270 -4.977 -2.569 0.442
H -1.171 -2.821 1.371 0.248
H -0.143 -2.299 3.245 0.217
H 1.030 -1.346 5.173 0.221
H 3.469 -0.887 5.061 0.218
H 4.728 -1.399 2.981 0.220
H 3.579 -2.351 1.038 0.214
C 0.260 -0.085 -1.533 -0.623
C 0.986 1.121 -0.922 -0.380
C 0.233 1.858 0.214 -0.223
C 0.174 0.970 1.471 -0.604
C -1.189 2.340 -0.183 -0.135
N -1.238 3.084 -1.461 -0.612
C -0.493 4.114 -1.873 0.676
C -0.922 4.761 -3.168 -0.708
O 0.505 4.526 -1.299 -0.643
C -2.027 2.929 0.978 0.668
O -2.930 2.242 1.439 -0.635
N -1.860 4.148 1.503 -0.609
C -0.854 5.167 1.227 -0.413
H -0.633 0.241 -2.067 0.195
H -0.022 -0.789 -0.755 0.204
H 0.925 -0.586 -2.238 0.216
H 1.948 0.780 -0.535 0.204
H 1.206 1.826 -1.723 0.209
H 0.836 2.726 0.480 0.222
H -0.166 1.552 2.328 0.213
H 1.168 0.584 1.701 0.214
H -0.511 0.136 1.318 0.203
H -1.721 1.415 -0.402 0.235
H -2.003 2.840 -2.068 0.398
H -1.895 5.230 -3.033 0.225
H -0.972 4.007 -3.951 0.223
H -0.188 5.519 -3.441 0.245
H -2.525 4.358 2.231 0.405
H -0.834 5.892 2.041 0.206
H 0.138 4.722 1.144 0.221
H -1.096 5.695 0.304 0.197
```

* orbital gap: 7.41 eV
* E_LUMO: -1.3283 eV
* HOMO: -8.7 eV
* SMILES: [H]/N=C1\C(=O)NC(=O)c2cc(-c3ccccc3)sc21.CC[C@H](C)[C@H](NC(C)=O)C(=O)NC

(6)
The following is a quantum chemistry calculation of a molecular structure, C26H21IrO5PS in a non-equilibrium geometry, from the OMol25 dataset.

```
55
Properties=species:S:1:pos:R:3:mulliken_spin:R:1
Ir 0.294 1.194 0.548 0.058
O -0.709 1.421 2.413 0.009
S 0.212 0.451 3.086 0.000
O 0.559 0.724 4.424 0.001
O 1.373 0.464 2.042 -0.004
C -0.355 -1.213 2.949 0.001
C -0.190 -2.039 4.047 0.000
C -0.563 -3.374 3.943 0.000
C -1.100 -3.867 2.761 0.000
C -1.271 -3.031 1.663 0.000
C -0.881 -1.701 1.743 0.002
P -1.176 -0.554 0.395 -0.001
C -2.914 -0.110 0.417 -0.002
C -3.739 -0.604 -0.604 0.001
C -5.107 -0.398 -0.539 0.000
C -5.659 0.297 0.526 0.000
C -4.846 0.780 1.544 0.000
C -3.479 0.578 1.498 -0.001
C -0.764 -1.205 -1.213 0.002
C -1.004 -0.266 -2.238 0.001
C -0.531 -0.514 -3.515 0.001
C 0.185 -1.679 -3.771 -0.001
C 0.417 -2.598 -2.759 0.002
C -0.042 -2.359 -1.468 -0.001
H 0.218 -1.642 4.966 0.000
H -0.438 -4.025 4.797 0.000
H -1.397 -4.904 2.690 0.000
H -1.718 -3.416 0.755 0.000
H -3.329 -1.161 -1.433 0.000
H -5.741 -0.788 -1.323 0.000
H -6.727 0.458 0.569 0.000
H -5.279 1.315 2.378 0.000
H -2.862 0.956 2.299 0.000
H -1.621 0.609 -2.057 -0.002
H -0.731 0.191 -4.311 0.000
H 0.554 -1.874 -4.768 0.000
H 0.955 -3.512 -2.973 0.000
H 0.155 -3.078 -0.684 0.000
C 2.395 4.842 -0.917 -0.005
C 2.084 3.419 -0.614 0.014
O 0.941 3.143 -0.200 0.022
C 3.102 2.377 -0.860 0.098
C 4.418 2.734 -1.085 0.041
C 5.393 1.783 -1.408 0.228
C 5.050 0.441 -1.568 -0.054
C 3.743 0.049 -1.396 0.179
C 2.751 0.989 -1.012 0.100
O 1.560 0.503 -0.868 0.291
H 1.521 5.453 -0.708 0.000
H 2.695 4.951 -1.959 0.001
H 3.225 5.186 -0.297 0.001
H 4.714 3.771 -1.013 0.012
H 6.417 2.100 -1.551 -0.001
H 5.808 -0.285 -1.828 0.004
H 3.431 -0.980 -1.513 0.003
```

* total charge: +2
* orbital gap (alpha / beta): 7.15 / 5.32 eV
* E_LUMO (alpha / beta): -7.6593 / -9.4891 eV
* HOMO (alpha / beta): -14.8 / -14.8 eV
* spin multiplicity: 2

Please write out number 3 again, unchanged.
The following is a quantum chemistry calculation of a molecular structure, C5H12HgO3 in a non-equilibrium geometry, from the OMol25 dataset.

```
21
Properties=species:S:1:pos:R:3:mulliken_spin:R:1
H -0.008 -2.442 -3.169 0.971
C -2.824 1.360 -1.143 0.001
O -2.054 1.549 -2.288 0.015
C -1.961 1.331 0.114 0.002
O -0.855 0.437 -0.144 0.003
C 0.046 0.284 0.949 0.001
C 1.006 -0.840 0.636 -0.012
O 2.304 -0.345 0.814 0.000
C 3.305 -1.337 0.801 -0.001
Hg -0.380 0.707 -2.043 0.003
H -3.395 0.411 -1.193 0.000
H -3.563 2.170 -1.003 0.000
H -2.511 0.952 0.987 -0.001
H -1.552 2.329 0.340 0.001
H -0.527 0.026 1.850 0.001
H 0.512 1.252 1.187 0.000
H 0.993 -1.362 -0.338 0.013
H 0.752 -1.700 1.278 0.001
H 4.271 -0.821 0.829 0.000
H 3.174 -2.020 1.657 0.000
H 3.269 -1.939 -0.122 0.001
```

* total charge: +1
* orbital gap (alpha / beta): 7.13 / 6.99 eV
* E_LUMO (alpha / beta): -6.5484 / -6.6942 eV
* HOMO (alpha / beta): -13.7 / -13.7 eV
* spin multiplicity: 2

Repeat the fifth record exactly.
The following is a quantum chemistry calculation of 2 unconnected molecules or ions with the total composition C22H26N4O4S in a non-equilibrium geometry, from the OMol25 dataset.

```
57
Properties=species:S:1:pos:R:3:nbo_charge:R:1
H 1.022 -5.509 -4.288 0.370
N 1.195 -5.024 -3.405 -0.525
C 0.142 -4.737 -2.677 0.132
C -1.264 -5.079 -3.072 0.615
O -1.527 -5.734 -4.073 -0.552
N -2.340 -4.669 -2.316 -0.612
C -2.160 -4.048 -1.107 0.653
O -3.158 -3.765 -0.469 -0.558
C -0.798 -3.747 -0.627 -0.147
C -0.428 -3.134 0.643 -0.221
C 0.937 -2.993 0.800 -0.181
C 1.618 -2.411 1.972 -0.012
C 0.921 -2.111 3.158 -0.197
C 1.583 -1.566 4.264 -0.204
C 2.954 -1.309 4.202 -0.204
C 3.662 -1.599 3.034 -0.207
C 2.999 -2.144 1.931 -0.208
S 1.809 -3.603 -0.611 0.481
C 0.307 -4.061 -1.389 -0.199
H -3.270 -4.977 -2.569 0.442
H -1.171 -2.821 1.371 0.248
H -0.143 -2.299 3.245 0.217
H 1.030 -1.346 5.173 0.221
H 3.469 -0.887 5.061 0.218
H 4.728 -1.399 2.981 0.220
H 3.579 -2.351 1.038 0.214
C 0.260 -0.085 -1.533 -0.623
C 0.986 1.121 -0.922 -0.380
C 0.233 1.858 0.214 -0.223
C 0.174 0.970 1.471 -0.604
C -1.189 2.340 -0.183 -0.135
N -1.238 3.084 -1.461 -0.612
C -0.493 4.114 -1.873 0.676
C -0.922 4.761 -3.168 -0.708
O 0.505 4.526 -1.299 -0.643
C -2.027 2.929 0.978 0.668
O -2.930 2.242 1.439 -0.635
N -1.860 4.148 1.503 -0.609
C -0.854 5.167 1.227 -0.413
H -0.633 0.241 -2.067 0.195
H -0.022 -0.789 -0.755 0.204
H 0.925 -0.586 -2.238 0.216
H 1.948 0.780 -0.535 0.204
H 1.206 1.826 -1.723 0.209
H 0.836 2.726 0.480 0.222
H -0.166 1.552 2.328 0.213
H 1.168 0.584 1.701 0.214
H -0.511 0.136 1.318 0.203
H -1.721 1.415 -0.402 0.235
H -2.003 2.840 -2.068 0.398
H -1.895 5.230 -3.033 0.225
H -0.972 4.007 -3.951 0.223
H -0.188 5.519 -3.441 0.245
H -2.525 4.358 2.231 0.405
H -0.834 5.892 2.041 0.206
H 0.138 4.722 1.144 0.221
H -1.096 5.695 0.304 0.197
```

* orbital gap: 7.41 eV
* E_LUMO: -1.3283 eV
* HOMO: -8.7 eV
* SMILES: [H]/N=C1\C(=O)NC(=O)c2cc(-c3ccccc3)sc21.CC[C@H](C)[C@H](NC(C)=O)C(=O)NC